# 1
Formula: H22O19S2Zn3
Source: the Open Molecules 2025 dataset
Level of theory: ωB97M-V with the def2-TZVPD basis set

```
46
Properties=species:S:1:pos:R:3:forces:R:3:nbo_charge:R:1
Zn -3.5303 13.9233 15.4450 -0.1472 0.0484 -0.3781 0.70
Zn 2.9563 9.1128 14.1214 -0.1562 -0.1140 -0.0556 0.91
Zn 1.5893 14.2963 7.5838 0.0213 -0.1086 0.0987 0.80
S -1.1625 11.3701 11.2950 0.7138 -0.7786 -0.4136 2.50
O -2.3973 10.6274 11.1392 -0.4497 -0.9068 -0.2983 -0.70
O -0.0552 10.4308 11.6319 -0.7688 0.3655 0.0638 -0.66
O -0.8860 12.0917 10.0714 0.0817 0.4628 -0.1460 -0.77
O -1.2790 12.2257 12.4617 0.4820 0.9603 0.9787 -0.71
S 5.5243 12.6671 10.8664 -0.1639 0.0845 -0.4440 2.45
O 5.3124 11.5111 11.7263 0.3074 -0.7599 -0.3778 -0.70
O 4.4950 12.6482 9.7927 0.9930 0.1676 0.9015 -0.68
O 5.2695 13.8599 11.6887 0.2309 0.5637 -0.6591 -0.59
O 6.9227 12.7457 10.3881 -1.5452 -0.0828 0.5801 -0.58
O 3.6140 6.1711 11.9128 -0.0255 0.4746 0.3916 -0.96
H 3.9967 6.3758 11.0597 0.1675 0.0245 -0.2728 0.48
H 3.0594 5.4081 11.7501 -0.1945 -0.2722 0.0080 0.49
O 1.3036 16.6950 10.3227 0.0352 -0.3519 -0.3559 -0.95
H 1.8174 16.3326 11.0444 0.2215 -0.0426 0.2000 0.47
H 0.7043 17.3128 10.7414 -0.1981 0.2500 0.0009 0.48
O -6.1257 12.2720 13.0727 0.3393 0.2539 0.2608 -0.95
H -5.7130 11.6747 12.4489 0.1014 -0.1278 -0.2439 0.47
H -6.9339 11.8288 13.3307 -0.3109 -0.0633 0.0904 0.48
O -3.6613 6.7361 13.0573 0.2848 -0.0393 0.1128 -0.94
H -4.5884 6.7361 13.2958 -0.2740 -0.1150 0.0867 0.47
H -3.5334 7.5624 12.5914 0.0341 0.1826 -0.1848 0.46
O 0.7507 7.0715 8.0641 0.3000 -0.0029 0.0308 -0.94
H -0.1075 6.9958 7.6470 -0.2784 -0.1103 -0.1846 0.48
H 0.6162 7.6942 8.7785 -0.0521 0.1265 0.1650 0.46
O 0.2119 7.0398 15.7329 0.3479 0.3999 -0.1684 -0.96
H -0.6181 7.0012 15.2576 -0.2926 -0.0464 -0.1716 0.48
H 0.1878 6.2840 16.3197 0.0677 -0.2341 0.2039 0.49
O 1.4837 11.9525 4.6448 -0.0059 0.3256 0.4158 -0.96
H 1.5251 10.9997 4.5632 0.0246 -0.3030 0.0301 0.48
H 1.3933 12.2668 3.7452 -0.0180 0.1212 -0.2774 0.48
O 2.1297 12.2402 15.9501 0.0553 -0.3689 -0.3041 -0.95
H 1.5860 12.8296 15.4275 -0.0997 0.1695 -0.1681 0.47
H 2.0829 12.5946 16.8380 0.0993 0.0211 0.3446 0.49
O -4.0000 7.7737 7.2668 0.2818 0.0041 -0.0971 -0.93
H -4.0086 8.5187 7.8678 -0.0551 0.2257 0.0864 0.46
H -4.6371 7.1613 7.6347 -0.1960 -0.2253 0.0146 0.47
O -4.0815 17.0619 13.6242 0.1457 -0.4825 0.1641 -0.96
H -4.7952 17.6852 13.7602 -0.2948 0.1549 0.0482 0.49
H -3.3476 17.5989 13.3257 0.1854 0.1594 -0.0900 0.48
O -4.8436 12.7913 6.9308 -0.1472 -0.0437 0.1289 -0.93
H -4.4199 13.1025 6.1308 0.0106 0.0681 -0.2893 0.47
H -4.1293 12.7028 7.5618 0.1414 -0.0345 0.1743 0.46
```
Positions in Å, forces in eV/Å.

Output
E_HOMO (eV): -13.62
HOMO-LUMO gap (eV): 1.8
Total charge: +2
Lowest unoccupied orbital energy (eV): -11.9
Energy above the lowest of the compared OMol25 structures with the same formula, charge and spin (eV): 21.4018
Maximum force (eV Å⁻¹): 1.65


# 2
Formula: H23O11
Source: the Open Molecules 2025 dataset
Level of theory: ωB97M-V with the def2-TZVPD basis set

```
34
Properties=species:S:1:pos:R:3:forces:R:3:nbo_charge:R:1
O -0.2335 3.3822 0.9304 4.2924 -2.2825 2.5246 -0.93
H 2.6348 3.2073 -0.1967 0.8369 -0.2460 0.4296 0.51
H 0.1196 3.9296 1.6533 -1.0855 0.2677 -0.7419 0.52
O 0.1071 -0.0721 -0.5350 -1.1775 0.1206 1.8667 -0.98
H -0.9492 3.6115 0.4300 -3.1932 1.5455 -1.5474 0.52
H -2.1941 -1.1581 4.3348 1.0021 2.6489 0.4096 0.45
O 1.7835 3.1651 -0.6093 -3.5209 -2.1032 0.7135 -1.00
H -1.5280 1.1375 -0.5192 2.6260 -3.0677 0.1101 0.45
H 4.3457 0.6980 0.2166 -0.6033 0.8582 -0.6764 0.48
O 0.1813 -5.0265 0.1240 -4.7145 -5.6336 -2.4126 -0.91
H 0.7289 -4.4280 0.4057 4.6900 5.4469 2.3901 0.45
H -3.7945 -2.0318 1.7789 -1.4256 -0.2306 -1.4480 0.47
O 2.2020 -1.2944 -1.8633 1.2002 -5.8545 -4.3027 -0.93
H 4.5442 0.5235 -1.2318 -0.4533 0.7758 0.0251 0.49
H -0.7824 -0.3640 -0.8278 0.7188 -0.1878 0.1645 0.48
O -2.8382 -2.5374 -0.8228 -0.3195 1.0771 -2.9606 -0.94
H -2.9968 -2.8526 0.0268 0.2020 -0.8493 2.2727 0.48
H 0.9313 2.9107 0.1604 2.1849 1.6788 -1.9019 0.53
O -1.7030 -0.2549 4.2269 -0.3030 -3.6050 -0.7248 -0.91
H 1.6810 2.1435 -1.6625 0.7402 1.4196 0.1974 0.56
O -2.8511 -1.9709 1.8260 -0.0200 -0.0071 0.1742 -0.94
H -2.9295 -1.8030 2.7534 1.2505 0.3623 1.3337 0.46
H 0.0055 -0.0214 0.4716 0.2948 -0.1649 -1.9808 0.50
O 1.7518 1.8909 -2.7447 -0.7428 -2.6568 -0.2849 -0.82
H -0.9344 -0.6371 3.7298 -0.5693 0.9500 0.6138 0.46
H 1.9392 0.8788 -2.8803 -0.2553 2.0822 0.3347 0.56
O -2.1548 1.7714 -0.4766 0.0441 5.0102 -1.3293 -0.95
H 0.8632 2.0488 -3.1552 0.7877 0.0218 0.2959 0.54
H -2.9539 1.4981 -0.1496 -2.8290 -1.4389 1.2313 0.49
O 4.0526 1.1265 -0.6290 0.9607 -1.7263 0.5735 -0.97
H -0.5561 -4.6330 -0.3408 0.0032 0.1622 0.0244 0.46
H -1.9065 -2.5103 -1.0132 0.3386 -0.3152 0.3161 0.45
H 2.0703 -0.5575 -1.4283 -1.4501 5.4676 4.0373 0.46
H 1.3640 -1.7704 -1.9825 0.4895 0.4738 0.2724 0.48
```
Positions in Å, forces in eV/Å.

Output
E_HOMO (eV): -14.02
HOMO-LUMO gap (eV): 10.6
Total charge: +1
Lowest unoccupied orbital energy (eV): -3.5
Energy above the lowest of the compared OMol25 structures with the same formula, charge and spin (eV): 6.0501
Maximum force (eV Å⁻¹): 7.73